The following is a DFT calculation (wB97M-V/def2-TZVPD) of C40H47BFeN7S4 as an isolated structure in a non-equilibrium geometry.

Results
**Energy**: -131067.302 eV
**<S²>**: 8.80
**Net charge**: +2
**LUMO level (alpha / beta)**: -6.4 / -6.3 eV
**2S+1**: 6

Atoms and positions in Å:
Fe: 0.211 -2.613 1.384
C: 4.102 -0.814 4.065
C: 3.615 -0.195 2.767
C: 4.279 0.804 2.132
C: 3.790 1.341 0.912
N: 2.673 0.917 0.429
N: 1.923 0.068 1.147
B: 0.499 -0.025 0.586
N: -0.530 0.692 1.248
N: -0.207 2.001 1.070
C: -0.946 2.914 1.658
C: -1.994 2.557 2.535
C: -2.366 1.224 2.720
C: -3.534 0.830 3.598
C: -1.652 0.249 1.990
S: -1.971 -1.443 1.989
C: -0.635 4.363 1.392
C: -0.607 4.578 -0.127
C: -1.669 5.316 2.003
C: 0.742 4.682 1.979
N: 0.271 -0.599 -0.803
N: -0.551 0.184 -1.524
C: -0.832 -0.143 -2.745
C: -0.249 -1.318 -3.331
C: 0.598 -2.113 -2.673
C: 1.342 -3.214 -3.323
C: 0.847 -1.719 -1.296
S: 1.847 -2.699 -0.299
C: -1.795 0.681 -3.559
C: -1.085 1.366 -4.749
C: -2.510 1.704 -2.680
C: -2.855 -0.258 -4.138
C: 2.333 -0.513 2.262
S: 1.360 -1.644 3.154
C: 4.565 2.374 0.124
C: 5.928 1.764 -0.241
C: 4.809 3.558 1.065
C: 3.814 2.835 -1.112
H: 5.105 -0.477 4.322
H: 4.093 -1.894 3.958
H: 3.416 -0.568 4.866
H: 5.219 1.180 2.518
H: -2.574 3.311 3.039
H: -3.845 1.670 4.191
H: -3.286 0.009 4.298
H: -4.413 0.531 3.022
H: -1.569 4.356 -0.598
H: 0.185 3.999 -0.580
H: -0.422 5.635 -0.346
H: -2.656 5.165 1.568
H: -1.343 6.313 1.761
H: -1.709 5.215 3.089
H: 1.493 4.022 1.569
H: 0.786 4.591 3.060
H: 1.020 5.695 1.712
H: -0.461 -1.524 -4.374
H: 0.947 -3.365 -4.323
H: 1.238 -4.174 -2.806
H: 2.378 -2.947 -3.453
H: -0.306 2.050 -4.415
H: -1.795 1.989 -5.247
H: -0.682 0.641 -5.438
H: -1.803 2.399 -2.253
H: -3.084 1.228 -1.909
H: -3.204 2.294 -3.297
H: -2.409 -0.971 -4.833
H: -3.598 0.311 -4.703
H: -3.366 -0.805 -3.340
H: 6.486 1.518 0.653
H: 6.532 2.478 -0.788
H: 5.808 0.889 -0.868
H: 5.371 3.260 1.961
H: 3.892 4.028 1.392
H: 5.406 4.302 0.552
H: 3.580 2.009 -1.785
H: 4.423 3.570 -1.650
H: 2.862 3.287 -0.849
S: -3.044 -5.507 -0.307
C: -1.573 -6.292 0.126
C: -1.285 -7.661 0.147
C: -0.053 -8.029 0.637
C: 0.851 -7.079 1.119
C: 0.530 -5.742 1.122
C: -0.695 -5.337 0.603
N: -1.154 -4.027 0.558
C: -2.371 -3.980 0.076
C: -3.157 -2.781 -0.216
C: -4.131 -2.837 -1.242
C: -5.034 -1.818 -1.444
C: -4.911 -0.666 -0.684
C: -3.923 -0.564 0.274
C: -3.066 -1.612 0.553
H: -2.000 -8.394 -0.225
H: 0.227 -9.079 0.651
H: 1.787 -7.396 1.554
H: 1.203 -5.012 1.536
H: -4.213 -3.688 -1.893
H: -5.822 -1.925 -2.180
H: -5.573 0.161 -0.874
H: -3.864 0.356 0.822

The following is a DFT calculation (wB97M-V/def2-TZVPD) of C40H47BeBrFN3O2Se as an isolated structure.

Results
**Relative energy (zero: lowest compared OMol25 entry of this formula, charge and spin)**: 67.7 kJ/mol
**Energy**: -189320.965 eV
**LUMO level**: 0.5 eV

Atoms and positions in Å:
Be: 0.358 -1.811 -0.932
C: -0.567 -5.338 0.690
C: -0.470 -4.252 1.767
C: 0.922 -3.626 1.793
C: -1.599 -3.232 1.701
C: -2.364 -3.108 2.859
C: -3.439 -2.244 2.929
C: -3.790 -1.535 1.800
C: -3.087 -1.641 0.595
C: -3.799 -0.862 -0.525
C: -5.093 -1.591 -0.933
C: -3.070 -0.408 -1.789
C: -1.928 -2.457 0.569
N: -1.059 -2.505 -0.576
C: -1.504 -3.200 -1.689
C: -2.567 -4.106 -1.778
C: -2.876 -4.703 -2.993
C: -2.154 -4.430 -4.149
C: -1.080 -3.547 -4.088
C: -0.803 -2.992 -2.872
F: 0.264 -2.081 -2.704
H: 0.129 -6.147 0.919
H: -0.317 -4.948 -0.297
H: -1.575 -5.758 0.650
H: -0.602 -4.758 2.725
H: 1.217 -3.264 0.816
H: 1.664 -4.366 2.103
H: 0.967 -2.789 2.494
H: -2.102 -3.705 3.725
H: -4.006 -2.144 3.848
H: -4.653 -0.876 1.836
H: -4.124 0.052 -0.027
H: -4.868 -2.443 -1.574
H: -5.740 -0.912 -1.495
H: -5.645 -1.952 -0.063
H: -3.064 -1.183 -2.555
H: -2.052 -0.097 -1.587
H: -3.597 0.454 -2.209
H: -3.148 -4.326 -0.892
H: -3.705 -5.400 -3.040
H: -2.414 -4.898 -5.089
H: -0.481 -3.299 -4.955
C: 1.268 5.230 -0.727
C: 2.434 4.573 -1.469
C: 3.514 3.997 -0.545
C: 3.229 2.585 -0.042
N: 2.053 2.496 0.813
C: 0.853 1.969 0.460
Se: 0.449 1.197 -1.151
N: 0.020 2.103 1.526
C: -1.362 1.637 1.588
C: -2.349 2.762 1.946
C: -3.119 3.309 0.745
C: -2.223 4.047 -0.247
C: 0.712 2.681 2.586
C: 0.348 2.942 3.899
C: 1.311 3.501 4.726
C: 2.596 3.779 4.258
C: 2.964 3.500 2.950
C: 1.999 2.945 2.126
H: 0.599 5.735 -1.428
H: 1.635 5.975 -0.015
H: 0.671 4.500 -0.177
H: 2.900 5.319 -2.117
H: 2.058 3.779 -2.120
H: 3.668 4.670 0.305
H: 4.462 3.939 -1.085
H: 4.084 2.210 0.524
H: 3.062 1.920 -0.885
H: -1.424 0.814 2.304
H: -1.589 1.230 0.605
H: -1.803 3.591 2.404
H: -3.053 2.390 2.694
H: -3.895 3.984 1.115
H: -3.628 2.490 0.232
H: -1.723 4.891 0.236
H: -2.812 4.436 -1.081
H: -1.458 3.383 -0.660
H: -0.642 2.702 4.267
H: 1.062 3.716 5.757
H: 3.325 4.206 4.935
H: 3.967 3.699 2.597
Br: 4.037 2.065 -3.736
C: 4.544 0.447 -2.873
C: 5.832 -0.033 -3.023
C: 6.192 -1.201 -2.362
C: 5.282 -1.855 -1.546
C: 3.990 -1.358 -1.410
C: 3.610 -0.210 -2.092
C: 3.040 -2.060 -0.477
O: 3.460 -2.816 0.368
O: 1.775 -1.712 -0.593
H: 6.547 0.494 -3.641
H: 7.195 -1.592 -2.478
H: 5.550 -2.751 -1.001
H: 2.604 0.175 -1.996